DFT (ωB97M-V with the def2-TZVPD basis set) results for one molecule with the formula C5H14N2 at a distorted geometry.

XYZ file:
```
21
Properties=species:S:1:pos:R:3:forces:R:3:lowdin_charge:R:1
N 0.23442 3.15450 -1.15609 0.261 0.492 0.332 -0.016
C -0.22558 1.75754 -1.16131 0.658 0.568 0.854 -0.265
C 0.13165 1.02804 0.12650 0.206 -0.392 0.077 -0.231
N -0.18230 -0.38962 0.04443 0.206 0.166 0.261 -0.234
C -0.00663 -1.06180 1.31435 0.896 -1.077 0.418 -0.282
C -0.93246 -2.26896 1.48860 -0.572 0.912 0.653 -0.085
C 0.48996 -1.10435 -1.02679 -1.395 -0.248 -0.534 -0.100
H 1.04646 3.29853 -1.74342 -0.206 -0.262 -0.341 0.056
H 0.60166 3.43765 -0.25077 -0.487 -0.129 0.141 0.055
H -1.30671 1.69613 -1.26528 -0.036 0.024 -0.419 0.111
H 0.30745 1.28187 -1.96754 -0.310 -0.398 -0.469 0.092
H 1.18840 1.23199 0.38394 0.137 -0.194 -0.212 0.122
H -0.43073 1.38619 0.98608 -0.248 0.420 -0.088 0.115
H -0.11991 -0.38829 2.16439 -0.296 0.227 -0.194 0.109
H 1.03384 -1.42600 1.42098 0.027 0.127 -0.135 0.114
H -0.63160 -2.94186 2.29035 0.321 -0.040 -0.118 0.071
H -1.08533 -2.81001 0.57392 0.105 -0.353 -0.391 0.053
H -1.90316 -1.88172 1.79715 -0.239 -0.086 -0.149 0.069
H 1.57388 -1.01481 -1.11673 0.220 0.261 0.255 0.091
H 0.22397 -2.15523 -0.94143 0.285 -0.177 0.186 0.073
H -0.00728 -0.82978 -1.96131 0.469 0.157 -0.128 0.081
```
Positions in Å, forces in eV/Å.

Results
SMILES string = CCN(C)CCN
HOMO level = -8.55 eV
E_tot = -308.38145 Ha
LUMO = 0.0401 hartree
ΔE to the lowest compared entry with this formula, charge and spin = 109.3 kJ/mol
HOMO-LUMO gap = 0.354 Eh

***

DFT (ωB97M-V with the def2-TZVPD basis set) results for one molecule with the formula C5H14N2.

XYZ file:
```
21
Properties=species:S:1:pos:R:3:forces:R:3:lowdin_charge:R:1
N 1.86510 0.60057 -2.14268 0.112 0.247 0.106 -0.013
C 1.94565 1.30824 -0.84863 -0.371 -0.262 -0.270 -0.279
C 0.61998 1.20364 -0.11538 0.020 -0.807 -0.113 -0.249
N 0.28461 -0.20932 0.11889 0.065 0.114 -0.235 -0.056
C -2.19886 -0.51255 -0.00242 -0.604 -0.116 0.603 -0.072
C -0.96595 -0.39339 0.88513 0.462 -0.027 -0.144 -0.466
C -0.82586 -1.61572 1.80324 0.140 0.613 -0.305 -0.072
H 2.57379 0.93416 -2.78896 -0.113 -0.016 0.139 0.061
H 2.07550 -0.37517 -1.97533 -0.001 -0.067 -0.124 0.056
H 2.18259 2.36068 -1.00414 0.047 -0.025 -0.107 0.108
H 2.70134 0.85812 -0.21547 0.359 0.058 0.266 0.099
H 0.73768 1.63397 0.87528 -0.157 0.443 0.025 0.111
H -0.15941 1.70411 -0.70568 0.004 0.255 0.186 0.113
H 0.21137 -0.65707 -0.79426 -0.158 -0.014 0.255 0.096
H -2.19974 0.20289 -0.81328 0.102 0.133 -0.287 0.068
H -3.10797 -0.33182 0.58153 0.078 0.110 0.030 0.077
H -2.33800 -1.52520 -0.37944 0.309 -0.063 -0.295 0.074
H -1.06478 0.51852 1.48582 -0.045 -0.180 0.104 0.127
H 0.07252 -1.51385 2.41478 -0.075 -0.049 -0.035 0.071
H -0.71507 -2.49622 1.16451 -0.115 -0.097 0.245 0.075
H -1.69449 -1.69460 2.45649 -0.056 -0.251 -0.045 0.072
```
Positions in Å, forces in eV/Å.

Results
SMILES string = CC(C)NCCN
HOMO level = -8.63 eV
E_tot = -308.40315 Ha
LUMO = 0.0434 hartree
ΔE to the lowest compared entry with this formula, charge and spin = 52.3 kJ/mol
HOMO-LUMO gap = 0.361 Eh

***

DFT (ωB97M-V with the def2-TZVPD basis set) results for one molecule with the formula C5H14N2 at a distorted geometry.

XYZ file:
```
21
Properties=species:S:1:pos:R:3:forces:R:3:lowdin_charge:R:1
C 0.45961 0.45277 0.21300 0.961 0.648 -0.276 -0.635
C 0.75309 -0.97501 -0.34686 0.055 -0.524 -0.403 -0.190
C 1.41248 1.45330 -0.47719 0.087 0.222 -0.135 -0.051
C -1.95960 0.39598 0.79678 -0.182 0.091 0.070 -0.129
C -0.33374 -1.65633 -1.17372 -0.067 -0.263 -0.004 -0.112
N -0.87760 0.98072 0.02769 -0.293 0.030 -0.446 -0.065
N 0.77572 0.52414 1.62793 -0.199 0.030 0.644 0.065
H -1.11054 0.98897 -0.96127 0.113 0.000 0.270 0.102
H 1.70991 0.16081 1.79184 -0.095 0.059 -0.063 0.080
H 0.14093 -0.07986 2.14137 0.095 -0.004 0.099 0.067
H 1.01081 -1.66119 0.47099 -0.041 0.256 -0.028 0.104
H 1.65148 -0.93542 -0.97820 -0.088 0.158 0.207 0.100
H 1.28721 2.47264 -0.08884 -0.191 -0.391 0.037 0.081
H 1.23666 1.48862 -1.55915 -0.006 -0.118 0.095 0.080
H 2.46391 1.17839 -0.32314 -0.203 -0.129 -0.030 0.078
H -1.99939 0.82661 1.80196 0.068 -0.056 -0.074 0.076
H -2.91357 0.63255 0.31344 0.185 -0.025 0.072 0.085
H -1.89843 -0.69029 0.88495 -0.060 -0.196 0.078 0.062
H 0.10634 -2.46253 -1.77071 -0.086 0.118 0.055 0.072
H -0.83269 -0.97285 -1.86477 0.007 -0.061 0.039 0.069
H -1.08252 -2.12194 -0.52601 -0.061 0.158 -0.207 0.061
```
Positions in Å, forces in eV/Å.

Results
SMILES string = CC[C@](C)(N)NC
HOMO level = -8.59 eV
E_tot = -308.39747 Ha
LUMO = 0.0371 hartree
ΔE to the lowest compared entry with this formula, charge and spin = 67.2 kJ/mol
HOMO-LUMO gap = 0.353 Eh

***

DFT (ωB97M-V with the def2-TZVPD basis set) results for one molecule with the formula C5H14N2 at a distorted geometry.

XYZ file:
```
21
Properties=species:S:1:pos:R:3:forces:R:3:lowdin_charge:R:1
C -1.22962 -1.43665 -0.33450 -0.825 -0.251 -0.076 -0.278
C -0.95633 -0.24470 -1.26019 0.038 0.145 0.164 -0.219
C -0.05317 0.81834 -0.64976 1.233 0.339 -1.146 -0.202
C 1.40521 0.31433 -0.44677 0.322 -0.173 0.292 -0.246
N 1.98200 0.38018 0.90138 -0.747 0.111 0.461 -0.129
C 1.67224 1.60959 1.64685 0.126 -0.386 0.545 -0.148
N -2.62939 -1.58736 0.10846 0.589 0.019 0.137 -0.018
H -0.95819 -2.36142 -0.83962 0.103 -0.116 0.116 0.106
H -0.64096 -1.37494 0.57619 0.373 0.098 0.037 0.095
H -0.50134 -0.58321 -2.19272 0.211 -0.065 0.013 0.104
H -1.88926 0.21022 -1.59262 -0.247 -0.021 0.204 0.101
H 0.05454 1.60994 -1.41037 -0.374 0.053 0.391 0.106
H -0.39895 1.29478 0.26474 -0.396 -0.220 0.021 0.093
H 1.50231 -0.73447 -0.73636 -0.170 -0.029 -0.100 0.109
H 2.10864 0.84020 -1.09914 -0.244 0.178 -0.069 0.106
H 1.54975 -0.36065 1.44494 0.291 -0.171 -0.081 0.087
H 0.70905 1.57591 2.18030 -0.091 0.151 -0.451 0.071
H 2.39100 1.72826 2.45710 0.291 0.084 -0.132 0.068
H 1.71872 2.48433 1.00963 -0.014 0.146 -0.132 0.079
H -3.01707 -0.66787 0.27784 -0.311 -0.174 -0.095 0.058
H -3.17743 -2.09952 -0.56600 -0.160 0.280 -0.100 0.056
```
Positions in Å, forces in eV/Å.

Results
SMILES string = CNCCCCN
HOMO level = -8.75 eV
E_tot = -308.37960 Ha
LUMO = 0.0397 hartree
ΔE to the lowest compared entry with this formula, charge and spin = 114.1 kJ/mol
HOMO-LUMO gap = 0.361 Eh

***

DFT (ωB97M-V with the def2-TZVPD basis set) results for a 2-piece molecular cluster, C5H14N2 overall at a distorted geometry.

XYZ file:
```
21
Properties=species:S:1:pos:R:3:forces:R:3:lowdin_charge:R:1
C 0.56358 0.34468 0.07603 -0.946 -0.528 -1.343 -0.388
C -0.16556 -0.58013 0.97798 -1.264 -1.482 0.245 -0.443
C 1.93687 -0.10752 -0.35326 0.069 -0.083 -0.225 -0.094
C -0.84119 -0.22843 -1.56449 0.865 1.559 -0.396 0.010
C 0.41131 1.83257 0.18128 -0.018 0.250 -0.124 -0.091
N -1.10434 0.03402 1.87562 -0.110 0.355 0.212 0.047
N -0.93057 -1.54539 0.07065 0.357 -0.174 0.788 0.002
H 0.48760 -1.23961 1.57038 0.122 0.427 0.022 0.133
H -1.61920 -0.66842 2.39298 0.091 0.050 0.013 0.070
H -1.78028 0.58987 1.36434 0.032 0.031 -0.027 0.071
H -0.27545 -2.19861 -0.35486 -0.690 -0.229 0.177 0.084
H -1.86333 -1.90640 0.33751 1.171 -0.128 0.278 0.100
H 1.28368 2.31033 0.64843 -0.082 -0.045 -0.010 0.078
H 2.08796 -1.18731 -0.23546 -0.120 0.094 0.016 0.073
H 2.73662 0.38757 0.21697 -0.108 -0.006 -0.006 0.077
H 2.13971 0.11517 -1.41425 -0.139 0.068 0.179 0.075
H -1.29766 0.75396 -1.50430 0.406 0.450 -0.202 0.018
H -1.63218 -0.84843 -1.98129 0.117 -0.569 0.467 0.015
H 0.02722 -0.31428 -2.21016 0.009 0.444 -0.283 0.019
H -0.47441 2.16296 0.72677 0.075 -0.181 0.093 0.063
H 0.30964 2.29340 -0.82086 0.162 -0.302 0.123 0.081
```
Positions in Å, forces in eV/Å.

Results
HOMO level (alpha / beta) = -6.49 / -6.49 eV
E_tot = -308.25290 Ha
LUMO (alpha / beta) = 0.0317 / 0.0317 hartree
ΔE to the lowest compared entry with this formula, charge and spin = 446.8 kJ/mol
HOMO-LUMO gap (alpha / beta) = 0.270 / 0.270 Eh

***

DFT (ωB97M-V with the def2-TZVPD basis set) results for one molecule with the formula C5H14N2 at a distorted geometry.

XYZ file:
```
21
Properties=species:S:1:pos:R:3:forces:R:3:lowdin_charge:R:1
C -0.26987 -2.66834 0.41433 -0.045 -0.895 -0.429 -0.161
N -0.29669 -1.25350 0.56399 0.338 1.293 -0.215 -0.110
C -1.53286 -0.08998 -1.30572 0.623 -0.425 -0.084 -0.038
C -0.17792 -0.47403 -0.68548 0.727 -1.641 0.099 -0.399
C 0.81063 0.63704 -0.44245 -0.171 1.832 0.312 -0.204
N 0.25728 1.60994 0.53244 -0.415 -1.024 -0.628 -0.124
C 1.22148 2.34824 1.28520 0.405 0.138 0.834 -0.151
H -0.38479 -3.20811 1.35456 -0.039 0.245 0.109 0.076
H -1.00188 -3.08303 -0.28916 -0.412 0.004 -0.028 0.070
H 0.68924 -2.99036 -0.01213 0.065 0.206 0.218 0.078
H -1.02264 -0.83467 1.12380 -0.089 -0.468 0.271 0.102
H -1.65108 0.98328 -1.30711 -0.545 0.241 0.160 0.059
H -2.30357 -0.64108 -0.77078 -0.283 0.459 0.119 0.076
H -1.60013 -0.43914 -2.33469 0.086 0.155 -0.141 0.070
H 0.29812 -1.17439 -1.38442 0.090 0.152 -0.007 0.128
H 1.10758 1.17802 -1.34543 -0.251 -0.126 -0.560 0.113
H 1.76845 0.30847 -0.04746 -0.229 -0.633 0.218 0.107
H -0.39652 2.21770 0.06311 -0.007 0.088 0.072 0.091
H 1.42829 3.35007 0.90504 0.227 0.050 -0.148 0.073
H 2.14501 1.77150 1.35435 0.119 0.175 -0.196 0.074
H 0.91185 2.45238 2.32801 -0.193 0.175 0.026 0.069
```
Positions in Å, forces in eV/Å.

Results
SMILES string = CNC[C@H](C)NC
HOMO level = -8.27 eV
E_tot = -308.37278 Ha
LUMO = 0.0414 hartree
ΔE to the lowest compared entry with this formula, charge and spin = 132.0 kJ/mol
HOMO-LUMO gap = 0.345 Eh